17
Properties=species:S:1:pos:R:3:forces:R:3 method="wB97M-V/def2-TZVPD" smiles="O=C=C[C@H](C=O)NC=O.O" e_lumo_ev=0.228 e_homo_ev=-9.4790 orbital_gap_ev=9.71
O 1.474 1.561 -2.109 -0.7508 -0.8255 -0.1694
C 0.617 0.820 -2.573 1.0607 0.8440 -0.1815
N -0.485 0.407 -1.922 -0.9784 -0.8388 -0.2236
C -0.661 0.588 -0.504 0.0989 0.7926 0.3100
C -2.040 0.187 -0.017 -0.4780 -1.0224 -0.1027
O -2.618 -0.818 -0.379 0.4719 1.0033 -0.0002
C 0.425 -1.488 0.368 0.3223 0.1703 -0.1526
O 0.605 -2.634 0.342 -0.2838 0.5486 0.1014
C 0.324 -0.166 0.376 0.1034 -0.3076 0.1781
H 0.681 0.417 -3.602 -0.0798 0.1808 0.1107
H -1.210 -0.091 -2.443 0.5222 0.0581 0.3985
H -0.536 1.656 -0.279 0.1139 -0.2624 0.0427
H -2.454 0.830 0.786 0.0470 -0.1158 -0.1067
H 1.008 0.366 1.038 -0.1858 -0.1918 -0.1935
O 1.818 -0.206 3.642 0.0896 -0.2375 -0.3294
H 1.047 -0.436 4.169 -0.0082 -0.0507 -0.0064
H 2.006 -0.992 3.105 -0.0652 0.2548 0.3245

89
Properties=species:S:1:pos:R:3:forces:R:3 method="wB97M-V/def2-TZVPD" e_lumo_ev=4.127 charge=-2 e_homo_ev=-0.8339 orbital_gap_ev=4.96
Ba -0.375 -0.837 -0.487 -0.5512 -1.4401 -0.8258
C -3.066 -2.272 1.757 -0.0356 0.1294 -0.0949
C -3.926 -1.019 1.581 0.0495 0.0456 -0.0297
C -4.078 -0.642 0.103 -0.0187 -0.0364 0.0924
C -3.522 0.184 2.424 -0.1314 -0.0160 0.0626
C -4.430 0.581 3.397 0.0331 -0.0448 -0.0801
C -4.243 1.702 4.198 0.1187 -0.0196 -0.0464
C -3.139 2.492 3.932 -0.0223 0.0029 -0.0904
C -2.213 2.160 2.945 0.0106 0.0856 0.0642
C -1.214 3.238 2.539 -0.0428 -0.0411 0.0614
C -0.242 3.617 3.656 0.0234 0.0111 0.0456
C -1.954 4.475 2.019 -0.0090 0.0246 0.0385
C -2.307 0.919 2.244 0.3005 -0.1776 0.0141
N -1.299 0.422 1.444 -0.0322 0.7607 0.4928
C 0.019 0.709 1.879 -0.1385 0.1656 -0.0511
C 1.207 0.812 1.207 -0.0334 0.1152 -0.0935
N 1.536 0.631 -0.158 0.5422 1.0500 0.2697
C 2.637 1.344 -0.621 -0.1105 -0.1628 0.1464
C 3.665 0.686 -1.352 0.0751 -0.0098 -0.0178
C 4.782 1.398 -1.780 -0.0725 -0.0330 -0.0134
C 4.936 2.755 -1.540 -0.1078 -0.0552 0.0831
C 3.912 3.416 -0.879 -0.0278 -0.0468 0.0744
C 2.772 2.751 -0.434 0.0197 0.1596 -0.0146
C 1.593 3.559 0.087 0.0671 -0.0503 -0.0425
C 0.561 3.720 -1.035 -0.0301 0.0168 -0.0355
C 1.960 4.918 0.677 0.0039 0.0376 -0.0413
C 3.602 -0.781 -1.752 -0.0572 0.0203 0.0426
C 3.450 -1.763 -0.584 -0.0318 0.0247 0.0276
C 2.555 -0.997 -2.850 0.0211 0.0935 0.1129
H -3.507 -3.111 1.210 -0.0178 0.0094 0.0385
H -2.963 -2.556 2.805 0.0245 0.0184 -0.0143
H -2.066 -2.114 1.368 0.1388 -0.0640 0.1202
H -4.924 -1.284 1.945 -0.0680 -0.0440 -0.0321
H -3.168 -0.217 -0.315 -0.0183 0.0057 -0.0008
H -4.862 0.109 -0.022 -0.0025 0.0068 0.0009
H -4.339 -1.514 -0.504 -0.0070 0.0118 0.0126
H -5.320 -0.026 3.537 -0.0140 -0.0057 -0.0022
H -4.955 1.964 4.972 0.0048 0.0017 -0.0025
H -3.011 3.425 4.474 0.0141 -0.0065 -0.0035
H -0.626 2.851 1.714 -0.0494 -0.0371 -0.0585
H -0.778 3.994 4.533 0.0063 -0.0070 -0.0221
H 0.450 4.398 3.326 -0.0150 -0.0105 -0.0107
H 0.347 2.752 3.967 -0.0315 0.0550 -0.0087
H -2.555 4.940 2.806 0.0168 0.0012 -0.0319
H -2.624 4.205 1.200 0.0081 -0.0006 0.0160
H -1.244 5.222 1.650 -0.0093 -0.0017 0.0063
H 0.125 0.842 2.956 0.0384 -0.1612 0.0430
H 2.053 1.014 1.865 0.0571 -0.1335 0.0445
H 5.560 0.858 -2.312 0.0001 0.0027 -0.0069
H 5.824 3.283 -1.867 -0.0035 0.0056 -0.0080
H 3.999 4.485 -0.716 -0.0072 -0.0237 -0.0091
H 1.114 2.989 0.878 0.0429 -0.0373 0.0424
H 0.983 4.313 -1.854 -0.0201 -0.0070 0.0285
H -0.341 4.221 -0.670 0.0256 -0.0046 -0.0032
H 0.269 2.746 -1.433 0.0178 0.0245 0.0313
H 2.353 5.603 -0.079 -0.0070 -0.0096 0.0081
H 2.704 4.822 1.472 -0.0125 0.0018 -0.0260
H 1.068 5.388 1.100 0.0156 -0.0272 0.0082
H 4.570 -0.992 -2.215 0.0620 -0.0689 -0.0430
H 2.660 -1.456 0.100 0.0195 -0.0336 -0.0393
H 4.371 -1.821 0.000 -0.0160 0.0372 0.0032
H 3.220 -2.773 -0.942 0.0294 0.0385 -0.0198
H 1.560 -0.714 -2.506 -0.0144 -0.0463 -0.0962
H 2.535 -2.038 -3.178 -0.0234 0.0051 0.0103
H 2.770 -0.366 -3.716 0.0146 0.0023 0.0173
C 2.248 -5.747 -2.392 -0.0508 0.0737 -0.0402
O 1.538 -4.769 -3.157 -0.0375 -0.2089 0.0033
P 0.419 -3.854 -2.394 0.2428 0.1716 0.1666
O -0.736 -4.997 -2.234 -0.1780 -0.1198 0.0596
C -1.748 -4.703 -1.256 -0.0076 0.0478 -0.0740
O -0.064 -3.001 -3.662 -0.1032 0.0105 -0.1511
C -0.542 -3.566 -4.878 0.0372 0.0269 0.0363
H 2.901 -6.276 -3.086 0.0027 0.0168 -0.0128
H 1.561 -6.452 -1.923 -0.0079 0.0057 -0.0061
H 2.845 -5.277 -1.610 -0.0118 0.0183 0.0147
H -1.307 -4.534 -0.271 0.0427 -0.0117 -0.0101
H -2.406 -5.567 -1.207 0.0154 -0.0425 -0.0039
H -2.336 -3.827 -1.548 0.0382 -0.0102 -0.0269
H -1.209 -2.831 -5.324 0.0013 0.0070 0.0086
H -1.086 -4.493 -4.693 -0.0064 -0.0024 0.0108
H 0.296 -3.766 -5.548 0.0007 -0.0136 -0.0073
Cl 2.466 -2.954 2.810 0.0631 -0.0674 0.0548
Si 0.659 -3.567 1.810 0.0051 -0.0888 -0.0216
Cl -0.398 -4.402 3.527 -0.0006 0.0180 -0.0381
Cl 1.379 -5.507 0.992 -0.0285 0.0778 0.0350
C -2.043 -0.421 -2.768 -0.1168 0.0414 -0.2547
H -2.807 0.370 -2.632 0.0958 -0.0937 -0.0400
H -2.605 -1.336 -3.053 0.0565 0.0855 0.0472
H -1.461 -0.137 -3.667 -0.0642 -0.0497 0.1059

18
Properties=species:S:1:pos:R:3:forces:R:3 method="wB97M-V/def2-TZVPD" e_lumo_ev="-5.280 / -4.976" charge=+1 e_homo_ev="-11.9317 / -12.3269" orbital_gap_ev="6.65 / 7.35"
C -3.947 -0.830 0.156 0.2873 0.6117 0.2403
C 0.144 1.754 0.218 -0.2555 0.3501 0.1396
C -0.350 -0.632 0.303 -1.3484 0.1963 -0.4178
C -2.321 0.968 -0.762 0.5786 -0.3225 0.5204
C 0.160 -1.894 -0.252 0.1565 -0.1934 -0.1998
N -4.281 -1.880 -0.150 -0.2785 -0.8696 -0.2559
N 0.459 0.449 0.357 0.8885 0.2772 -0.1368
N 0.966 2.689 0.690 -0.1497 -0.3269 -0.1255
S -1.271 2.316 -0.660 0.1618 -0.2032 0.1529
S -3.402 0.703 0.610 0.0242 0.2998 0.0031
H -1.261 -0.616 0.877 0.0402 0.1508 0.0667
H -2.733 0.772 -1.740 0.0634 -0.0672 -0.1473
H -0.546 -2.700 -0.080 -0.0095 -0.0184 0.0254
H 1.124 -2.175 0.179 0.0859 -0.0168 0.1325
H 0.324 -1.803 -1.329 -0.0294 0.0159 -0.0241
H 1.458 0.251 0.259 -0.1973 0.1490 0.0802
H 1.729 2.479 1.316 -0.0491 -0.0413 -0.0649
H 0.786 3.660 0.483 0.0310 0.0085 0.0111

48
Properties=species:S:1:pos:R:3:forces:R:3 method="wB97M-V/def2-TZVPD" e_lumo_ev=-4.262 charge=+1 e_homo_ev=-9.3054 orbital_gap_ev=5.04
C 0.343 3.900 3.606 0.1360 -0.1055 0.2195
C 1.501 4.133 2.639 -0.2130 0.2676 -0.2485
C 1.913 2.880 1.883 0.4928 -0.0700 0.2722
N 0.769 2.153 1.324 0.4162 -0.7638 -1.1500
C 0.916 1.527 0.156 -0.1183 0.3084 0.8785
C -0.127 0.900 -0.545 -0.2830 -0.6673 -0.3712
C 0.100 0.037 -1.605 0.2910 1.2374 0.4287
C -0.942 -0.412 -2.492 -0.9124 -0.6108 -0.6207
C -0.617 -1.145 -3.665 -0.0196 0.2062 0.5698
C -1.616 -1.683 -4.469 -0.1567 0.1459 -0.0123
C -2.969 -1.477 -4.153 0.3890 0.0445 0.1926
C -3.308 -0.718 -3.026 0.1385 0.2093 0.0541
C -2.317 -0.170 -2.216 0.4513 -0.3409 -0.1477
C -0.354 1.886 2.225 -0.5046 0.0794 0.4307
C -0.810 3.143 2.958 -0.1038 0.2389 -0.2229
H 0.705 3.340 4.476 -0.0401 0.0219 -0.0462
H -0.019 4.865 3.973 0.0794 -0.1550 0.0338
H 1.223 4.908 1.917 -0.0093 -0.0555 0.0257
H 2.374 4.502 3.180 -0.0375 0.0070 -0.0686
H 2.570 3.142 1.046 -0.0870 -0.0843 0.2431
H 2.473 2.213 2.560 -0.2216 0.0117 -0.1647
H 1.923 1.554 -0.286 -0.4480 0.0378 0.2386
H -1.159 1.126 -0.242 0.6440 -0.1645 -0.1791
H 1.137 -0.168 -1.898 -0.3509 -0.0235 0.1557
H 0.443 -1.283 -3.912 -0.4790 -0.0391 0.0400
H -1.340 -2.261 -5.354 -0.1253 0.2090 0.2636
H -3.754 -1.896 -4.786 0.2952 0.1244 0.2198
H -4.355 -0.535 -2.774 0.3149 -0.0841 -0.1542
H -2.592 0.437 -1.349 -0.0478 -0.3320 -0.3766
H -1.198 1.467 1.669 0.3675 0.0463 0.1284
H -0.047 1.135 2.976 0.1598 0.1346 -0.3824
H -1.541 2.853 3.717 0.0396 -0.0003 -0.1018
H -1.329 3.799 2.251 0.0568 -0.0490 0.0205
C -0.980 -2.413 0.222 0.4742 -0.4832 -0.1258
N 0.420 -2.493 -0.187 -2.5286 0.2161 -2.4454
C 0.781 -3.184 -1.407 -0.2523 -0.0897 0.1110
N 1.310 -2.532 0.823 2.1253 1.1945 2.0866
C 2.501 -3.357 0.816 -0.2835 -0.2607 0.5970
H -1.600 -2.894 -0.548 0.0601 0.2134 0.3609
H -1.136 -2.904 1.199 -0.0212 -0.0315 -0.3152
H -1.285 -1.362 0.318 -0.0889 -0.1027 0.0852
H -0.133 -3.505 -1.918 0.2530 0.0944 0.0722
H 1.328 -2.508 -2.076 0.1067 -0.2445 -0.0579
H 1.409 -4.063 -1.218 -0.3533 0.0405 -0.1914
H 0.922 -2.251 1.714 0.1954 -0.3108 -0.3063
H 3.276 -2.845 1.394 -0.0962 -0.1174 -0.1194
H 2.318 -4.337 1.283 0.2377 -0.0423 -0.2532
H 2.872 -3.505 -0.200 0.0573 0.1393 0.3332

23
Properties=species:S:1:pos:R:3:forces:R:3 method="wB97M-V/def2-TZVPD" smiles=Cc1nccn1[C@H](Cl)N(C)C e_lumo_ev=0.710 e_homo_ev=-8.2102 orbital_gap_ev=8.92
C -1.622 -0.897 0.738 0.7050 -0.4287 -0.1418
N -0.308 -1.516 0.433 -0.0694 -0.9680 -0.0916
C -0.122 -2.968 0.727 -0.0546 0.5299 -0.1941
C 0.789 -0.630 0.388 -0.2684 2.8640 0.2350
Cl 2.385 -1.466 0.255 -0.8194 0.5379 -0.0583
H -2.323 -1.769 0.742 0.2333 1.1940 -0.0738
H -1.667 -0.369 1.749 0.1160 -0.5308 -1.1777
H -1.811 -0.190 -0.113 -0.3395 -0.4924 1.0223
H -1.131 -3.376 0.790 0.1034 -0.0990 -0.1107
H 0.402 -3.471 -0.109 -0.2240 0.3012 0.5343
H 0.378 -3.230 1.685 -0.0975 0.4673 -0.4853
H 0.804 0.105 1.209 0.5129 -1.1474 1.0097
C 0.143 2.625 0.868 0.2345 0.4492 1.1888
C 0.498 1.910 -0.373 -1.1717 -0.1445 -1.4545
N 0.397 2.674 -1.504 1.0882 -4.1383 1.7052
C 0.556 1.695 -2.454 0.2664 -1.4339 -0.7467
C 0.695 0.377 -2.003 -1.0720 1.2437 0.3151
N 0.647 0.504 -0.618 -0.1697 1.0475 -0.6415
H -0.307 2.059 1.698 0.3406 -0.0364 -0.3572
H 1.036 3.151 1.210 0.0413 -0.1290 0.4655
H -0.546 3.442 0.613 0.0743 -0.4599 -0.1001
H 0.622 1.952 -3.474 -0.1971 0.3212 -1.0260
H 0.486 -0.614 -2.458 0.7671 1.0523 0.1835

15
Properties=species:S:1:pos:R:3:forces:R:3 method="wB97M-V/def2-TZVPD" e_lumo_ev=0.791 e_homo_ev=-8.5267 orbital_gap_ev=9.32
C -1.319 1.153 0.082 4.3831 -2.1568 0.0222
C -0.158 1.819 -0.028 -0.7453 -2.4561 0.7395
C -1.209 -0.287 0.090 3.6954 0.1560 0.3734
C 1.026 -0.472 0.182 -3.5286 1.7371 -2.2497
C -2.032 -1.283 0.071 -1.9853 -3.4276 0.1903
C 1.881 -1.469 -0.044 -3.2091 0.7092 1.0031
C 1.130 1.041 -0.044 3.1900 -0.2350 -0.5719
H -2.238 1.547 0.116 -3.2279 1.7805 -0.0105
H -0.210 2.847 -0.087 0.4768 2.1296 -0.1647
H -1.664 -2.343 -0.119 -0.2981 1.4710 0.5016
H -3.162 -1.299 0.291 1.7330 0.6621 -0.6443
H 2.909 -1.370 -0.101 1.9388 0.4389 -0.2232
H 1.466 -2.450 -0.048 -0.0385 -0.7774 0.0025
H 1.658 1.217 -1.108 -1.0087 -0.3321 2.2613
H 1.923 1.348 0.746 -1.3755 0.3005 -1.2296

The records above give, respectively, relative energy (zero: lowest compared OMol25 entry of this formula, charge and spin) values of 100.6; 29.2; 166.2; 279.5; 0.0; 530.0 kJ/mol.
The records above give, respectively, electronic energy values of -550.399726; -3544.300974; -1155.607955; -828.509113; -898.325436; -271.329579 a.u..